Record 1
The following is a quantum chemistry calculation of the ion C4H12NO with charge +1, from the Open Molecules 2025 dataset.

LUMO level	-3.08	eV
multiplicity	1
charge	+1
Kohn-Sham gap	12.103	eV
structure (SMILES)	CC[NH2+]CCO
energy relative to the best compared isomer or geometry (same formula, charge and spin)	0.6386	eV

Last column: Löwdin charge in e.
Cartesian coordinates (Å):
O (1.917, 0.300, -1.456)  -0.050
C (0.578, -0.094, -1.768)  -0.200
C (0.199, -1.036, -0.654)  -0.099
N (0.569, -0.411, 0.656)  0.038
C (-0.255, 0.782, 1.146)  -0.149
C (-1.712, 0.407, 1.360)  -0.055
H (2.352, 0.622, -2.236)  0.100
H (0.595, -0.632, -2.714)  0.138
H (-0.079, 0.772, -1.809)  0.124
H (0.746, -1.971, -0.707)  0.143
H (-0.861, -1.264, -0.608)  0.130
H (0.521, -1.124, 1.383)  0.180
H (1.544, -0.089, 0.669)  0.169
H (-0.139, 1.563, 0.407)  0.125
H (0.246, 1.038, 2.077)  0.135
H (-2.225, 1.275, 1.771)  0.096
H (-1.833, -0.382, 2.098)  0.093
H (-2.163, 0.243, 0.385)  0.081


Record 2
The following is a quantum chemistry calculation of a cluster of 2 separate species, C4H12NO in total, from the Open Molecules 2025 dataset.

LUMO level	-3.45	eV
multiplicity	1
charge	+1
Kohn-Sham gap	9.759	eV
energy relative to the best compared isomer or geometry (same formula, charge and spin)	1.2801	eV

Last column: Löwdin charge in e.
Cartesian coordinates (Å):
C (2.486, 0.883, 0.618)  -0.086
C (1.553, -0.140, 0.055)  -0.176
C (1.208, -0.216, -1.226)  -0.201
O (0.344, -1.184, -1.715)  -0.034
H (3.425, 0.425, 0.944)  0.088
H (2.716, 1.641, -0.133)  0.084
H (2.061, 1.379, 1.491)  0.076
H (1.137, -0.902, 0.713)  0.115
H (1.482, 0.498, -1.977)  0.129
H (0.501, -1.994, -1.211)  0.116
C (-2.601, -0.377, 0.791)  0.007
N (-1.641, 0.282, -0.171)  0.146
H (-3.586, -0.398, 0.342)  0.101
H (-2.259, -1.394, 0.984)  0.104
H (-2.616, 0.198, 1.708)  0.102
H (-2.109, 1.053, -0.647)  0.172
H (-1.286, -0.375, -0.886)  0.124
H (-0.814, 0.621, 0.321)  0.132


Record 3
The following is a quantum chemistry calculation of a cluster of 2 separate species, C4H12NO in total, from the Open Molecules 2025 dataset.

LUMO level	-7.69	eV
multiplicity	1
charge	+1
Kohn-Sham gap	5.537	eV
energy relative to the best compared isomer or geometry (same formula, charge and spin)	4.6325	eV

Last column: Löwdin charge in e.
Cartesian coordinates (Å):
O (3.013, -0.413, -0.007)  0.029
C (1.690, -0.869, 0.030)  -0.217
C (0.852, 0.269, -0.473)  0.104
N (-2.222, -0.201, -0.540)  -0.016
C (-2.625, -0.868, 0.699)  -0.154
C (1.090, 1.591, 0.048)  -0.023
H (3.299, -0.332, -0.928)  0.129
H (1.498, -1.080, 1.084)  0.157
H (1.553, -1.767, -0.563)  0.141
H (0.600, 0.244, -1.527)  0.146
H (-2.780, 0.618, -0.744)  0.083
H (-1.233, -0.031, -0.655)  -0.006
H (-2.225, -1.882, 0.727)  0.075
H (-3.717, -0.913, 0.696)  0.087
H (-2.318, -0.334, 1.606)  0.071
H (1.487, 1.591, 1.060)  0.113
H (1.821, 2.122, -0.589)  0.150
H (0.217, 2.255, 0.073)  0.129


Record 4
The following is a quantum chemistry calculation of the ion C4H12NO with charge +1, from the Open Molecules 2025 dataset.

LUMO level	-3.24	eV
multiplicity	1
charge	+1
Kohn-Sham gap	11.997	eV
structure (SMILES)	CC[NH2+]CCO
energy relative to the best compared isomer or geometry (same formula, charge and spin)	1.0897	eV

Last column: Löwdin charge in e.
Cartesian coordinates (Å):
O (1.567, -1.624, -0.199)  -0.026
C (0.467, -1.646, 0.647)  -0.227
C (0.153, -0.253, 1.258)  -0.089
N (0.617, 0.818, 0.343)  0.038
C (-0.090, 0.838, -1.025)  -0.154
C (-1.607, 1.110, -1.016)  -0.043
H (2.341, -2.069, 0.114)  0.104
H (0.581, -2.342, 1.483)  0.136
H (-0.420, -2.014, 0.131)  0.126
H (0.502, -0.085, 2.273)  0.136
H (-0.931, -0.157, 1.306)  0.127
H (0.468, 1.730, 0.784)  0.182
H (1.594, 0.847, 0.020)  0.181
H (0.078, -0.135, -1.474)  0.116
H (0.469, 1.574, -1.599)  0.132
H (-2.144, 0.170, -0.914)  0.081
H (-1.797, 1.535, -1.996)  0.093
H (-1.847, 1.703, -0.136)  0.085


Record 5
The following is a quantum chemistry calculation of a cluster of 2 separate species, C4H12NO in total, from the Open Molecules 2025 dataset.

LUMO level	-10.09	eV
multiplicity	1
charge	+1
Kohn-Sham gap	4.811	eV
energy relative to the best compared isomer or geometry (same formula, charge and spin)	7.8267	eV

Last column: Löwdin charge in e.
Cartesian coordinates (Å):
O (1.504, -0.866, 0.835)  0.011
C (0.407, -1.630, 1.342)  -0.192
C (-0.610, -0.639, 1.869)  -0.177
N (-0.669, 0.415, 0.926)  0.317
C (-0.707, 1.005, -2.915)  -0.154
C (0.210, 1.500, -1.810)  -0.177
H (0.955, -0.004, 0.730)  0.070
H (0.832, -2.239, 2.149)  0.144
H (-0.138, -2.231, 0.545)  0.178
H (-0.224, -0.337, 2.905)  0.243
H (-1.614, -1.113, 2.217)  0.214
H (-0.169, 0.719, -3.768)  0.051
H (-1.307, 1.166, 1.317)  0.164
H (-1.350, 0.130, -2.503)  0.098
H (-1.386, 1.691, -3.246)  0.030
H (0.724, 2.465, -2.036)  0.086
H (0.983, 0.771, -1.516)  0.055
H (-0.450, 1.588, -0.870)  0.038


Record 6
The following is a quantum chemistry calculation of a structure of composition C4H12NO, from the Open Molecules 2025 dataset.

LUMO level (spin up / spin down)	-10.84 / -14.92	eV
multiplicity	2
charge	+2
Kohn-Sham gap (spin up / spin down)	10.526 / 5.554	eV
<S²>	1.6800
energy relative to the best compared isomer or geometry (same formula, charge and spin)	7.2361	eV

Last column: Löwdin spin population.
Cartesian coordinates (Å):
O (-0.846, 0.382, -1.103)  0.677
C (-2.052, 0.559, -0.507)  0.146
C (-2.013, -0.283, 0.816)  -0.091
N (-0.637, -0.827, 0.845)  -0.768
C (2.378, 0.560, 0.491)  0.257
C (2.659, -0.300, -0.686)  0.298
H (-0.412, -0.345, -0.319)  -0.007
H (-2.939, 0.240, -1.077)  0.065
H (-2.179, 1.643, -0.317)  0.065
H (-2.667, -1.157, 0.895)  -0.033
H (-2.309, 0.322, 1.682)  -0.025
H (1.406, 1.001, 0.277)  0.002
H (-0.466, -1.436, 1.649)  -0.019
H (2.454, 0.100, 1.491)  0.049
H (3.216, 1.333, 0.502)  0.147
H (3.686, -0.678, -0.663)  0.036
H (2.313, 0.033, -1.660)  0.021
H (2.111, -1.298, -0.525)  0.180


Record 7
The following is a quantum chemistry calculation of a cluster of 2 separate species, C4H12NO2 in total, from the Open Molecules 2025 dataset.

LUMO level	3.01	eV
multiplicity	1
charge	-1
Kohn-Sham gap	5.500	eV
energy relative to the best compared isomer or geometry (same formula, charge and spin)	1.0676	eV

Last column: Löwdin charge in e.
Cartesian coordinates (Å):
C (0.418, -2.503, 0.917)  -0.099
C (0.386, -1.175, 0.119)  -0.477
C (1.257, -1.192, -1.117)  -0.201
C (0.873, 0.036, -2.064)  -0.587
O (-0.420, 0.217, -2.210)  -0.337
N (0.638, -0.045, 1.074)  0.014
H (-0.288, -3.194, 0.444)  0.059
H (-0.034, -2.258, 1.879)  0.050
H (1.387, -2.985, 1.020)  0.054
H (-0.643, -0.971, -0.176)  0.112
H (1.063, -2.105, -1.687)  0.091
H (2.315, -1.211, -0.835)  0.089
H (1.473, -0.254, -2.998)  0.069
H (1.370, 0.960, -1.640)  0.066
H (0.104, 0.734, 0.700)  0.056
H (1.620, 0.162, 1.100)  0.041
H (-3.761, 5.138, 2.604)  0.036
H (-3.834, 5.012, 1.080)  0.023
O (-3.925, 5.633, 1.791)  -0.059


Record 8
The following is a quantum chemistry calculation of a cluster of 2 separate species, C4H12NO2 in total, from the Open Molecules 2025 dataset.

LUMO level	3.92	eV
multiplicity	1
charge	-1
Kohn-Sham gap	6.423	eV
energy relative to the best compared isomer or geometry (same formula, charge and spin)	1.2849	eV

Last column: Löwdin charge in e.
Cartesian coordinates (Å):
C (1.403, -1.626, -0.487)  -0.500
O (1.883, -1.892, 0.754)  -0.377
C (0.315, -0.468, -0.410)  -0.384
C (1.022, 0.835, -0.034)  -0.196
C (-0.016, 2.083, 0.043)  -0.100
N (-0.577, -0.873, 0.725)  -0.004
H (0.750, -2.482, -0.881)  0.070
H (2.281, -1.558, -1.161)  0.076
H (-0.354, -0.622, -1.256)  0.113
H (1.739, 1.131, -0.791)  0.093
H (1.335, 0.745, 0.990)  0.088
H (-0.749, 1.990, -0.750)  0.044
H (-0.435, 1.868, 1.025)  0.053
H (0.534, 3.015, 0.006)  0.042
H (-0.135, -0.583, 1.584)  0.068
H (-0.593, -1.885, 0.730)  0.071
H (-2.941, 0.639, -0.592)  -0.012
H (-2.312, -0.422, 0.333)  -0.009
O (-3.150, 0.106, 0.170)  -0.136


Record 9
The following is a quantum chemistry calculation of a cluster of 2 separate species, C4H12NO2 in total, from the Open Molecules 2025 dataset.

LUMO level	3.95	eV
multiplicity	1
charge	-1
Kohn-Sham gap	7.472	eV
energy relative to the best compared isomer or geometry (same formula, charge and spin)	1.2695	eV

Last column: Löwdin charge in e.
Cartesian coordinates (Å):
C (-0.016, 1.385, -2.088)  -0.180
N (0.932, 0.502, -1.450)  -0.117
C (1.199, 0.833, 0.018)  -0.252
C (0.740, -0.269, 0.957)  -0.206
C (-0.768, 0.016, 1.394)  -0.400
O (-1.312, -1.010, 2.147)  -0.312
H (-1.062, 1.342, -1.756)  0.066
H (-0.014, 1.135, -3.158)  0.063
H (0.327, 2.417, -1.949)  0.068
H (0.488, -0.383, -1.213)  0.072
H (0.909, 1.792, 0.413)  0.092
H (2.306, 0.753, 0.034)  0.091
H (0.706, -1.205, 0.395)  0.076
H (1.281, -0.531, 1.870)  0.102
H (-0.694, 0.952, 1.966)  0.088
H (-1.347, 0.035, 0.458)  0.092
H (-1.528, -1.978, 1.274)  -0.014
H (-0.635, -3.096, 0.330)  -0.045
O (-1.512, -2.689, 0.357)  -0.285


Record 10
The following is a quantum chemistry calculation of a cluster of 2 separate species, C4H12NO2 in total, from the Open Molecules 2025 dataset.

LUMO level	4.33	eV
multiplicity	1
charge	-1
Kohn-Sham gap	7.724	eV
energy relative to the best compared isomer or geometry (same formula, charge and spin)	0.3595	eV

Last column: Löwdin charge in e.
Cartesian coordinates (Å):
C (-0.533, -0.089, -1.835)  -0.342
O (-1.644, -0.483, -1.093)  -0.157
C (-0.112, 1.374, -1.621)  -0.249
C (1.091, 1.545, -0.691)  -0.127
H (0.316, -0.748, -1.609)  0.104
H (-0.792, -0.240, -2.891)  0.092
H (-1.403, -0.392, -0.083)  0.007
H (0.110, 1.837, -2.588)  0.084
H (-0.973, 1.895, -1.209)  0.101
H (1.998, 1.187, -1.179)  0.058
H (1.245, 2.597, -0.439)  0.054
H (0.932, 0.989, 0.230)  0.051
N (0.824, -1.228, 2.512)  -0.044
C (-0.432, -1.426, 1.718)  -0.559
O (-0.917, -0.245, 1.306)  -0.291
H (0.598, -0.444, 3.128)  0.036
H (1.010, -2.036, 3.112)  0.026
H (-0.161, -2.100, 0.883)  0.083
H (-1.157, -1.992, 2.348)  0.074


Record 11
The following is a quantum chemistry calculation of a cluster of 2 separate species, C4H12NO2 in total, from the Open Molecules 2025 dataset.

LUMO level	3.76	eV
multiplicity	1
charge	-1
Kohn-Sham gap	6.074	eV
energy relative to the best compared isomer or geometry (same formula, charge and spin)	2.5989	eV

Last column: Löwdin charge in e.
Cartesian coordinates (Å):
C (-0.759, -0.439, 1.599)  -0.119
C (0.114, 0.706, 1.242)  -0.360
N (1.271, 0.357, 0.419)  -0.082
C (0.860, 0.197, -1.000)  -0.223
C (0.897, -1.396, -1.269)  -0.506
O (2.060, -1.889, -0.820)  -0.361
H (-1.148, -0.824, 0.645)  0.068
H (-0.302, -1.114, 2.202)  0.043
H (-1.694, -0.036, 2.010)  0.075
H (0.518, 1.168, 2.225)  0.116
H (-0.454, 1.546, 0.817)  0.077
H (1.511, -0.659, 0.700)  0.106
H (-0.165, 0.399, -1.132)  0.037
H (1.614, 0.532, -1.672)  0.079
H (0.567, -1.609, -2.270)  0.069
H (0.126, -1.640, -0.561)  0.043
H (-1.287, 1.893, -1.663)  0.028
H (-1.641, 1.234, -0.274)  0.067
O (-2.088, 1.574, -1.196)  -0.155


Record 12
The following is a quantum chemistry calculation of a cluster of 2 separate species, C4H12NO2 in total, from the Open Molecules 2025 dataset.

LUMO level	4.32	eV
multiplicity	1
charge	-1
Kohn-Sham gap	7.728	eV
energy relative to the best compared isomer or geometry (same formula, charge and spin)	0.7855	eV

Last column: Löwdin charge in e.
Cartesian coordinates (Å):
C (-0.464, 0.715, -1.503)  -0.467
O (0.847, 0.951, -1.204)  -0.334
C (-0.976, -0.683, -1.203)  -0.239
C (-1.286, -0.952, 0.249)  -0.241
C (-0.272, -0.377, 1.301)  -0.264
N (0.870, -1.314, 1.438)  -0.031
H (-1.121, 1.412, -0.925)  0.102
H (-0.631, 0.889, -2.596)  0.086
H (-1.695, -1.122, -1.897)  0.087
H (-0.100, -1.323, -1.456)  0.105
H (-2.238, -0.509, 0.603)  0.090
H (-1.482, -2.003, 0.500)  0.087
H (-0.775, -0.383, 2.255)  0.095
H (0.154, 0.461, 0.732)  0.070
H (1.453, -1.294, 0.612)  0.046
H (1.482, -0.891, 2.131)  0.043
H (2.827, 2.303, 0.485)  -0.037
H (1.506, 1.774, -0.151)  -0.027
O (1.900, 2.345, 0.629)  -0.170


Record 13
The following is a quantum chemistry calculation of a cluster of 2 separate species, C4H12NO2 in total, from the Open Molecules 2025 dataset.

LUMO level	3.73	eV
multiplicity	1
charge	-1
Kohn-Sham gap	6.098	eV
energy relative to the best compared isomer or geometry (same formula, charge and spin)	1.3904	eV

Last column: Löwdin charge in e.
Cartesian coordinates (Å):
C (-2.197, 1.167, -0.277)  -0.098
C (-1.136, 0.529, 0.613)  -0.274
N (-0.533, -0.686, -0.034)  -0.105
C (0.852, -0.415, -0.462)  -0.258
C (1.119, 0.842, -1.310)  -0.557
O (2.453, 0.973, -1.522)  -0.384
H (-2.996, 1.559, 0.288)  0.040
H (-1.798, 1.909, -0.945)  0.063
H (-2.697, 0.401, -0.866)  0.063
H (-1.501, 0.171, 1.576)  0.089
H (-0.358, 1.261, 0.748)  0.085
H (-1.128, -0.841, -0.831)  0.068
H (1.534, -0.427, 0.396)  0.095
H (1.241, -1.226, -1.084)  0.102
H (0.740, 1.779, -0.830)  0.071
H (0.480, 0.743, -2.234)  0.082
H (0.557, -1.574, 2.006)  0.002
H (-0.749, -2.185, 1.811)  0.014
O (-0.032, -2.182, 2.466)  -0.098